Record 1
128
Properties=species:S:1:pos:R:3 method="wB97M-V/def2-TZVPD" total_charge=+1 homo_lumo_gap_ev=7.8 largest_force_ev_per_a=2.718 energy_ha=-125327.80018 homo_ev=-11.3
C -2.09 3.67 1.62
C -2.10 3.55 0.11
F -1.49 4.68 -0.40
C -1.25 2.38 -0.40
N -1.84 1.10 0.04
C -3.09 0.83 -0.40
C -3.73 -0.33 -0.05
C -3.08 -1.25 0.78
C -3.74 -2.52 1.22
C -3.63 -2.81 2.72
C -4.47 -1.79 3.52
C -3.66 -0.98 4.49
O -3.46 -1.36 5.64
O -3.15 0.23 4.06
C -1.80 -0.94 1.22
C -1.17 0.23 0.84
C 0.23 0.52 1.34
C 1.23 0.04 0.28
O 1.03 0.29 -0.90
C 2.46 -0.71 0.66
C 3.12 -1.46 -0.30
C 4.23 -2.17 0.05
C 4.73 -2.17 1.34
C 4.10 -1.43 2.33
C 2.97 -0.69 1.95
H -1.12 3.99 1.98
H -2.37 2.74 2.12
H -2.82 4.43 1.91
H -3.11 3.55 -0.29
H -1.19 2.42 -1.48
H -0.26 2.53 -0.03
H -3.58 1.55 -1.02
H -4.74 -0.56 -0.37
H -3.42 -3.37 0.62
H -4.82 -2.42 1.04
H -2.60 -2.80 3.08
H -4.00 -3.82 2.88
H -5.15 -2.35 4.15
H -5.07 -1.16 2.86
H -2.20 0.22 4.19
H -1.28 -1.63 1.86
H 0.35 0.06 2.31
H 0.37 1.58 1.51
H 2.77 -1.51 -1.31
H 4.77 -2.75 -0.69
H 5.62 -2.74 1.59
H 4.49 -1.42 3.38
H 2.48 -0.08 2.68
C -0.90 -5.08 2.74
Br -0.89 -6.13 1.14
Br -0.65 -6.14 4.32
Br 0.38 -3.64 2.63
H -1.88 -4.63 2.82
C 3.06 2.92 -2.52
Br 3.94 1.48 -1.60
Br 1.84 3.88 -1.38
Br 4.31 4.13 -3.34
H 2.48 2.46 -3.31
C -3.70 -8.71 6.27
Br -3.76 -6.82 6.64
Br -5.16 -9.65 7.09
Br -3.61 -9.05 4.37
H -2.79 -9.09 6.70
C 2.16 -2.27 6.25
Br 2.53 -4.15 6.07
Br 2.82 -1.29 4.72
Br 0.29 -1.94 6.54
H 2.68 -1.92 7.12
C 6.80 3.61 -0.11
Br 7.64 2.12 0.76
Br 5.61 4.56 1.07
Br 8.07 4.79 -0.94
H 6.19 3.19 -0.90
C 8.32 -3.04 3.54
Br 8.39 -1.14 3.82
Br 6.84 -3.90 4.42
Br 8.36 -3.48 1.66
H 9.22 -3.45 3.98
C -1.37 7.66 -2.49
Br -1.88 5.96 -3.21
Br 0.41 8.17 -3.01
Br -2.66 9.03 -2.92
H -1.36 7.56 -1.41
C -2.63 12.08 -0.45
Br -2.31 10.89 1.04
Br -4.30 13.01 -0.27
Br -1.16 13.29 -0.70
H -2.69 11.46 -1.33
C -4.50 4.95 -6.76
Br -3.60 3.54 -5.79
Br -5.67 5.96 -5.61
Br -3.24 6.09 -7.67
H -5.11 4.49 -7.52
C -6.39 9.84 -7.37
Br -7.88 9.44 -6.22
Br -4.80 10.26 -6.36
Br -6.07 8.43 -8.63
H -6.65 10.72 -7.93
C -1.49 -9.66 -1.43
Br -2.14 -9.59 0.38
Br -2.62 -10.73 -2.56
Br -1.22 -7.90 -2.17
H -0.52 -10.14 -1.40
C -2.82 -0.10 -3.81
Br -1.98 -1.62 -2.99
Br -4.65 0.10 -3.26
Br -1.82 1.51 -3.49
H -2.82 -0.26 -4.88
C 2.29 -6.29 -2.07
Br 3.38 -5.62 -3.51
Br 2.29 -8.21 -2.01
Br 2.80 -5.52 -0.38
H 1.28 -5.98 -2.26
C 9.66 -4.82 7.07
Br 10.72 -4.72 8.67
Br 10.75 -4.66 5.49
Br 8.59 -6.41 7.02
H 8.99 -3.98 7.08
C 9.73 -6.52 -1.24
Br 11.43 -5.63 -1.40
Br 9.64 -7.61 0.34
Br 8.27 -5.26 -1.31
H 9.62 -7.17 -2.09
C -9.17 6.54 -10.98
Br -8.24 5.13 -10.05
Br -10.32 7.54 -9.80
Br -7.96 7.68 -11.93
H -9.81 6.06 -11.72


Record 2
70
Properties=species:S:1:pos:R:3 method="wB97M-V/def2-TZVPD" total_charge=+2 homo_lumo_gap_ev="7.2 / 6.1" largest_force_ev_per_a=3.010 e_above_lowest_kj_mol=0.0 energy_ha=-1967.32291 homo_ev="-12.4 / -15.0" spin_multiplicity=5
Ir -0.08 0.02 -0.58
P 1.72 -1.15 0.10
C 1.61 -2.66 -0.96
C 0.59 -2.50 -2.06
N -0.24 -1.44 -2.08
C -1.18 -1.32 -3.04
C -1.46 -2.40 -3.88
C -0.60 -3.49 -3.89
C 0.46 -3.51 -3.01
C -1.90 -0.02 -3.11
P -0.90 1.30 -2.28
H 1.16 -4.33 -2.92
H -2.31 -2.32 -4.56
H -0.79 -4.35 -4.52
H -2.11 0.28 -4.15
H -2.87 -0.06 -2.62
H 2.58 -2.90 -1.40
H 1.29 -3.46 -0.26
H 4.14 -1.13 -5.25
O 5.10 -0.97 -5.26
H 5.40 -1.37 -4.43
H 3.99 2.64 -1.81
O 3.44 3.02 -2.53
H 3.74 3.95 -2.54
C 0.12 2.03 -3.59
H -0.44 2.00 -4.54
H 0.36 3.06 -3.33
H 1.05 1.46 -3.69
C -2.08 2.57 -1.75
H -1.54 3.52 -1.60
H -2.86 2.72 -2.50
H -2.55 2.27 -0.80
C 1.52 -1.87 1.79
H 2.34 -2.57 2.05
H 1.51 -1.02 2.51
H 0.55 -2.40 1.85
C 3.37 -0.41 0.07
H 3.48 0.22 0.96
H 4.17 -1.17 0.09
H 3.46 0.21 -0.83
C -1.94 -2.79 3.75
C -2.44 -1.66 2.84
C -3.96 -1.60 2.83
C -1.82 -0.31 3.19
C -1.87 0.26 4.45
C -1.25 1.48 4.71
C -0.54 2.14 3.69
C -0.46 1.62 2.41
C 0.38 2.27 1.32
C -0.22 3.61 0.90
C 1.83 2.47 1.76
C -1.18 0.42 2.15
O -1.36 -0.11 0.94
H -2.22 -2.64 4.81
H -0.85 -2.87 3.70
H -2.35 -3.74 3.40
H -2.12 -1.91 1.82
H -4.38 -1.34 3.81
H -4.28 -0.85 2.10
H -4.38 -2.56 2.50
H -2.40 -0.28 5.25
H -1.31 1.94 5.69
H 0.00 3.06 3.90
H 0.38 1.55 0.41
H -0.12 4.33 1.73
H 0.31 4.01 0.03
H -1.28 3.49 0.65
H 2.28 1.52 2.11
H 2.44 2.85 0.93
H 1.88 3.20 2.58


Record 3
118
Properties=species:S:1:pos:R:3 method="wB97M-V/def2-TZVPD" homo_lumo_gap_ev="5.6 / 4.0" largest_force_ev_per_a=5.020 e_above_lowest_kj_mol=413.4 energy_ha=-3412.34536 homo_ev="-5.8 / -4.1"
Sr -0.14 -0.69 0.77
C 1.04 0.76 -7.11
C 0.39 -0.60 -7.11
C 0.19 -1.29 -8.29
C -0.40 -2.55 -8.31
C -0.83 -3.11 -7.12
C -0.66 -2.43 -5.93
C -0.03 -1.18 -5.90
N 0.17 -0.45 -4.73
C 0.20 -0.87 -3.39
N 0.65 -2.13 -3.26
C 0.90 -2.99 -2.14
C 0.48 -2.72 -0.86
C 1.28 -3.62 0.11
C 1.38 -5.06 -0.31
C 1.55 -5.30 -1.63
C 1.48 -4.25 -2.57
C 1.92 -4.51 -3.99
N -0.06 -0.04 -2.43
C -0.70 1.16 -2.80
C -0.05 2.38 -2.56
C -0.63 3.59 -2.88
C -1.88 3.63 -3.47
C -2.54 2.43 -3.71
C -1.99 1.20 -3.39
C -2.78 -0.06 -3.63
H 1.37 1.02 -8.11
H 1.90 0.79 -6.43
H 0.34 1.54 -6.78
H 0.52 -0.84 -9.22
H -0.53 -3.07 -9.25
H -1.31 -4.08 -7.12
H -1.04 -2.86 -5.01
H 0.10 0.55 -4.83
H 0.95 -2.51 -4.14
H 0.89 -3.56 1.13
H 1.40 -5.85 0.42
H 1.74 -6.31 -2.00
H 2.29 -5.52 -4.09
H 2.73 -3.84 -4.29
H 1.11 -4.39 -4.73
H 0.93 2.34 -2.09
H -0.09 4.51 -2.68
H -2.34 4.57 -3.74
H -3.53 2.45 -4.16
H -3.85 0.16 -3.64
H -2.60 -0.80 -2.86
H -2.53 -0.52 -4.58
O -0.27 1.67 0.11
P -0.25 2.08 1.56
C -0.07 0.61 2.89
P 1.51 -0.57 3.32
O 1.90 -1.23 2.02
C 2.84 0.36 4.04
C 4.11 0.22 3.48
C 5.20 0.81 4.09
C 5.04 1.55 5.25
C 3.77 1.69 5.82
C 2.68 1.09 5.22
C 0.66 -1.61 4.41
C 0.88 -3.03 4.19
C -0.02 -3.95 4.64
C -1.20 -3.57 5.32
C -1.39 -2.21 5.59
C -0.50 -1.25 5.17
C 1.24 2.95 2.00
C 1.35 3.69 3.18
C 2.59 4.15 3.60
C 3.73 3.85 2.86
C 3.63 3.09 1.71
C 2.40 2.62 1.29
C -1.60 3.11 2.15
C -2.28 2.89 3.34
C -3.18 3.84 3.81
C -3.39 5.01 3.11
C -2.72 5.23 1.91
C -1.82 4.29 1.44
H -0.69 -0.30 2.83
H -0.32 1.15 3.80
H 4.23 -0.37 2.58
H 6.19 0.68 3.66
H 5.89 2.00 5.73
H 3.65 2.24 6.73
H 1.70 1.17 5.69
H 1.74 -3.35 3.63
H 0.18 -5.00 4.46
H -1.92 -4.31 5.65
H -2.28 -1.89 6.14
H -0.68 -0.22 5.46
H 0.47 3.92 3.77
H 2.67 4.72 4.51
H 4.69 4.21 3.19
H 4.52 2.83 1.15
H 2.33 2.01 0.39
H -2.14 1.97 3.90
H -3.71 3.66 4.74
H -4.08 5.75 3.48
H -2.88 6.14 1.35
H -1.30 4.47 0.50
N -2.20 -1.87 1.76
C -2.85 -0.52 1.70
C -4.18 -0.48 0.95
C -4.43 0.91 0.37
N -3.85 1.03 -0.96
H -2.95 -2.48 1.45
H -1.95 -2.11 2.72
H -2.19 0.22 1.21
H -3.02 -0.14 2.71
H -4.99 -0.71 1.65
H -4.19 -1.23 0.16
H -4.05 1.66 1.08
H -5.50 1.07 0.29
H -2.83 0.96 -0.94
H -4.04 1.94 -1.36
I 3.98 -3.84 1.68
C 2.71 -3.05 0.10
H 3.23 -3.34 -0.81
H 2.77 -1.98 0.23


Record 4
64
Properties=species:S:1:pos:R:3 method="wB97M-V/def2-TZVPD" total_charge=+1 homo_lumo_gap_ev="7.3 / 6.9" largest_force_ev_per_a=0.632 energy_ha=-5730.84617 homo_ev="-10.7 / -10.7" spin_multiplicity=2
Ti 0.28 -0.05 -0.13
O 0.93 -1.86 4.98
C 1.18 -2.91 4.19
C 1.38 -4.15 4.81
C 1.65 -5.27 4.06
C 1.74 -5.20 2.67
C 1.54 -3.99 2.05
C 1.25 -2.83 2.79
C 1.02 -1.58 2.08
O 0.97 -1.60 0.75
N 0.87 -0.46 2.72
N 0.64 0.58 1.83
C 0.79 1.78 2.27
C 0.70 2.95 1.43
C 0.71 4.22 2.04
C 0.65 5.37 1.28
C 0.59 5.27 -0.11
C 0.59 4.04 -0.73
C 0.64 2.87 0.03
O 0.64 1.68 -0.60
H 0.85 -1.06 4.43
H 1.31 -4.19 5.89
H 1.81 -6.22 4.56
H 1.97 -6.08 2.09
H 1.61 -3.91 0.97
H 1.03 1.91 3.32
H 0.77 4.27 3.12
H 0.66 6.33 1.76
H 0.56 6.17 -0.71
H 0.56 3.95 -1.81
F -6.06 -1.28 -3.28
C -4.76 -1.22 -3.12
C -3.90 -1.55 -4.15
F -4.39 -1.93 -5.32
C -2.53 -1.47 -3.96
F -1.75 -1.80 -4.99
C -1.97 -1.08 -2.76
P -0.15 -1.07 -2.51
C 0.39 -2.75 -2.90
C 0.35 -3.67 -1.86
C 0.72 -4.99 -2.09
C 1.13 -5.38 -3.35
C 1.18 -4.46 -4.39
C 0.80 -3.14 -4.17
C 0.49 0.05 -3.78
C -0.30 1.05 -4.35
C 0.27 1.96 -5.23
C 1.62 1.89 -5.54
C 2.41 0.90 -4.96
C 1.85 -0.01 -4.08
C -2.86 -0.76 -1.74
Br -2.29 -0.20 0.01
C -4.23 -0.82 -1.90
F -5.05 -0.50 -0.91
H 0.05 -3.36 -0.86
H 0.68 -5.71 -1.28
H 1.43 -6.40 -3.53
H 1.51 -4.76 -5.37
H 0.84 -2.43 -4.98
H -1.36 1.11 -4.12
H -0.35 2.72 -5.68
H 2.05 2.60 -6.22
H 3.46 0.84 -5.19
H 2.47 -0.78 -3.63